No. 1
A molecular structure, C5H7N3 in a non-equilibrium geometry. Source: OMol25; level of theory: ωB97M-V with the def2-TZVPD basis set.

HOMO-LUMO gap (alpha / beta) = 8.559 / 8.560 eV
relative energy (zero: lowest compared OMol25 entry of this formula, charge and spin) = 109.3 kcal per mole
E_LUMO (alpha / beta) = -0.420 / -0.420 eV
DFT total energy = -358.84426 Ha

Last column: natural (NBO) charge in e.
Positions of all 15 atoms, in Å:
1 C -1.085 1.100 -1.158  -0.60
2 C 1.021 -0.085 -0.241  0.08
3 C -0.230 0.527 -0.049  -0.13
4 N 1.912 -0.213 0.743  -0.82
5 C -0.073 -1.300 -0.590  0.12
6 N -0.505 -2.227 0.155  -0.60
7 C -0.533 1.010 1.268  0.24
8 N -0.662 1.381 2.353  -0.29
9 H 2.904 -0.304 0.592  0.40
10 H 1.747 -0.228 1.744  0.38
11 H -0.480 -1.996 1.148  0.34
12 H -0.123 -1.436 -1.666  0.19
13 H -0.741 0.754 -2.132  0.23
14 H -1.018 2.189 -1.136  0.24
15 H -2.135 0.828 -1.031  0.22


No. 2
A molecular structure, C16H27Cl5O2Si3Sn. Source: OMol25; level of theory: ωB97M-V with the def2-TZVPD basis set.

HOMO-LUMO gap = 7.724 eV
E_LUMO = -0.310 eV
DFT total energy = -4160.24651 Ha

Last column: natural (NBO) charge in e.
Positions of all 54 atoms, in Å:
1 Sn -1.516 0.497 0.790  1.42
2 C -2.383 3.411 -1.503  -0.24
3 O -1.545 2.395 -0.974  -0.96
4 Si 0.124 2.299 -1.236  2.03
5 C 0.374 2.509 -3.095  -1.17
6 C 0.859 3.865 -0.479  -1.17
7 C 0.467 0.663 -0.379  -2.13
8 Si 1.897 0.749 0.856  1.73
9 C 1.481 2.009 2.229  -1.12
10 C 2.173 -0.882 1.776  -1.13
11 C 3.554 1.257 0.093  -1.12
12 Si 0.602 -0.768 -1.628  1.74
13 C 1.900 -0.464 -2.976  -1.13
14 C -1.099 -0.977 -2.431  -1.14
15 C 1.056 -2.432 -0.862  -1.13
16 H -2.001 4.403 -1.249  0.18
17 H -3.378 3.302 -1.070  0.19
18 H -2.464 3.321 -2.588  0.18
19 H -0.046 3.472 -3.395  0.24
20 H -0.118 1.731 -3.680  0.24
21 H 1.431 2.520 -3.363  0.25
22 H 0.534 4.732 -1.060  0.24
23 H 1.950 3.862 -0.487  0.24
24 H 0.531 4.009 0.552  0.24
25 H 0.398 2.138 2.338  0.21
26 H 1.909 2.993 2.033  0.24
27 H 1.866 1.668 3.192  0.24
28 H 1.221 -1.369 2.004  0.24
29 H 2.690 -0.698 2.719  0.24
30 H 2.776 -1.584 1.200  0.24
31 H 3.497 2.224 -0.409  0.23
32 H 3.898 0.522 -0.637  0.24
33 H 4.317 1.329 0.872  0.24
34 H 1.577 0.276 -3.707  0.23
35 H 2.098 -1.393 -3.517  0.24
36 H 2.848 -0.123 -2.553  0.23
37 H -1.449 -0.051 -2.895  0.23
38 H -1.827 -1.268 -1.665  0.25
39 H -1.103 -1.760 -3.191  0.24
40 H 2.124 -2.501 -0.649  0.23
41 H 0.808 -3.231 -1.564  0.24
42 H 0.505 -2.619 0.062  0.25
43 Cl -3.652 -5.244 4.963  0.05
44 C -3.136 -4.179 3.714  -0.12
45 C -2.382 -3.050 4.020  -0.06
46 Cl -1.980 -2.702 5.654  0.06
47 C -1.956 -2.207 3.004  -0.17
48 Cl -1.048 -0.785 3.373  0.06
49 C -2.248 -2.443 1.647  0.40
50 O -1.830 -1.685 0.678  -0.88
51 C -3.022 -3.592 1.374  -0.14
52 Cl -3.404 -3.898 -0.271  0.05
53 C -3.463 -4.438 2.381  -0.06
54 Cl -4.414 -5.813 1.991  0.06


No. 3
16 unconnected molecules or ions with the total composition C92H199N9O23 in a non-equilibrium geometry. Source: OMol25; level of theory: ωB97M-V with the def2-TZVPD basis set.

HOMO-LUMO gap = 6.403 eV
E_LUMO = -3.077 eV
charge = +2
DFT total energy = -5847.37095 Ha

Last column: Mulliken charge in e.
Positions of all 323 atoms, in Å:
1 C 26.202 12.377 20.993  -0.58
2 C 26.241 11.099 21.863  -1.46
3 C 24.952 10.997 22.638  2.57
4 C 25.159 9.819 23.690  -2.17
5 N 24.071 9.677 24.754  0.76
6 C 24.309 8.273 25.556  -0.59
7 C 24.826 8.675 26.933  -0.79
8 C 24.176 10.064 27.237  -0.75
9 C 24.104 10.797 25.831  -0.13
10 C 22.658 9.655 24.017  -0.77
11 C 22.437 8.507 22.956  -0.21
12 C 21.019 8.531 22.437  -1.55
13 H 25.741 13.240 21.473  -0.08
14 H 25.625 12.126 20.103  0.08
15 H 27.174 12.611 20.558  0.56
16 H 27.068 11.196 22.566  0.40
17 H 26.493 10.215 21.277  0.40
18 H 24.110 10.783 21.979  -0.68
19 H 24.728 11.924 23.165  -0.45
20 H 26.098 9.814 24.244  0.62
21 H 25.202 8.833 23.227  0.60
22 H 23.289 7.898 25.641  0.48
23 H 25.031 7.617 25.069  0.28
24 H 24.611 7.886 27.654  0.44
25 H 25.883 8.895 26.782  0.32
26 H 23.171 9.712 27.468  0.35
27 H 24.593 10.726 27.996  0.43
28 H 23.230 11.433 25.692  0.04
29 H 24.998 11.379 25.606  0.10
30 H 22.522 10.636 23.562  -0.20
31 H 22.021 9.468 24.882  0.99
32 H 22.635 7.490 23.296  0.48
33 H 23.156 8.586 22.141  0.29
34 H 20.713 9.284 21.710  0.27
35 H 20.384 8.645 23.316  0.44
36 H 20.905 7.529 22.024  0.40
37 C 26.256 9.868 12.732  -1.54
38 C 25.136 10.438 13.703  -0.19
39 C 25.489 11.815 14.357  -0.73
40 C 24.222 12.238 15.184  -0.57
41 N 24.027 13.784 15.386  0.86
42 C 22.844 14.061 16.270  0.16
43 C 21.623 13.862 15.353  0.76
44 C 22.107 14.146 13.922  -0.88
45 C 23.589 14.478 14.078  -0.35
46 C 25.210 14.552 15.984  -0.59
47 C 25.683 14.085 17.403  0.24
48 C 26.987 14.822 17.904  -1.37
49 H 26.515 10.593 11.961  0.35
50 H 25.953 8.933 12.259  0.42
51 H 27.186 9.613 13.241  0.36
52 H 25.029 9.681 14.480  0.31
53 H 24.174 10.539 13.199  0.18
54 H 25.668 12.565 13.587  0.35
55 H 26.266 11.644 15.103  0.39
56 H 24.213 11.773 16.170  0.68
57 H 23.357 12.029 14.555  -0.04
58 H 22.755 15.088 16.623  -0.26
59 H 22.926 13.368 17.108  0.10
60 H 20.876 14.651 15.445  -0.94
61 H 21.085 12.918 15.443  -0.26
62 H 21.614 14.958 13.388  0.70
63 H 22.115 13.208 13.367  0.24
64 H 23.769 15.551 14.146  -0.03
65 H 24.214 14.150 13.247  0.61
66 H 24.877 15.588 16.039  0.21
67 H 26.034 14.601 15.272  0.64
68 H 25.815 13.006 17.331  0.27
69 H 24.831 14.159 18.079  -0.30
70 H 27.782 14.621 17.186  0.41
71 H 27.260 14.547 18.923  0.26
72 H 26.812 15.888 18.049  0.29
73 C 24.499 19.740 20.868  -0.85
74 C 25.733 18.808 20.984  -0.27
75 C 25.950 18.173 22.405  -0.84
76 C 25.566 16.665 22.536  -0.22
77 N 25.048 16.202 23.952  0.97
78 C 25.013 14.689 24.035  0.15
79 C 25.017 14.386 25.622  -0.69
80 C 25.821 15.577 26.134  -1.09
81 C 26.189 16.443 24.983  -0.64
82 C 23.741 16.948 24.446  -1.54
83 C 22.591 17.093 23.363  2.39
84 C 21.157 17.388 23.877  -1.57
85 H 23.505 19.439 21.200  -0.26
86 H 24.400 19.999 19.813  0.43
87 H 24.755 20.719 21.272  0.51
88 H 26.594 19.412 20.698  0.39
89 H 25.719 18.047 20.204  -0.15
90 H 25.375 18.650 23.199  0.33
91 H 26.958 18.278 22.807  0.49
92 H 26.348 15.942 22.304  0.58
93 H 24.693 16.404 21.939  -0.24
94 H 24.064 14.420 23.572  -0.61
95 H 25.895 14.305 23.521  0.67
96 H 23.987 14.274 25.960  0.31
97 H 25.679 13.525 25.710  0.35
98 H 25.153 16.169 26.760  0.35
99 H 26.796 15.310 26.543  0.40
100 H 26.231 17.468 25.351  0.47
101 H 27.155 16.195 24.543  0.54
102 H 24.052 17.926 24.813  0.52
103 H 23.418 16.372 25.313  0.78
104 H 22.549 16.284 22.634  -0.80
105 H 22.827 17.944 22.724  -0.79
106 H 21.007 18.288 24.474  0.36
107 H 20.820 16.578 24.524  0.34
108 H 20.439 17.492 23.063  0.11
109 C 16.860 11.888 23.035  0.63
110 C 16.036 12.187 24.289  -0.55
111 C 14.838 11.217 24.347  -0.64
112 C 13.678 11.693 23.504  -0.30
113 N 12.451 10.683 23.407  0.37
114 C 11.310 11.368 22.595  -0.55
115 C 10.083 10.689 23.124  -0.63
116 C 10.317 10.217 24.539  -0.62
117 C 11.775 10.485 24.786  -0.63
118 C 12.829 9.275 22.755  -1.06
119 C 13.912 9.502 21.593  1.33
120 C 14.051 8.308 20.669  -1.50
121 H 16.425 12.482 22.231  -0.47
122 H 16.882 10.833 22.762  0.34
123 H 17.909 12.174 23.112  -0.37
124 H 15.762 13.240 24.239  0.03
125 H 16.732 11.981 25.103  0.37
126 H 14.665 11.129 25.419  0.45
127 H 15.169 10.205 24.115  0.37
128 H 14.150 11.946 22.555  -0.43
129 H 13.376 12.635 23.961  0.70
130 H 11.456 11.283 21.518  0.34
131 H 11.361 12.417 22.887  0.47
132 H 9.840 9.884 22.430  0.31
133 H 9.261 11.405 23.108  0.42
134 H 9.967 9.198 24.704  0.30
135 H 9.766 10.826 25.255  0.33
136 H 12.191 9.601 25.270  0.32
137 H 11.871 11.403 25.366  0.45
138 H 11.920 8.850 22.329  0.42
139 H 13.193 8.663 23.581  0.43
140 H 14.910 9.713 21.979  -0.35
141 H 13.540 10.308 20.960  -0.18
142 H 14.419 7.425 21.192  0.42
143 H 14.760 8.443 19.852  0.14
144 H 13.145 7.959 20.173  0.40
145 C 21.696 8.938 12.297  -1.23
146 C 21.829 8.436 13.725  -0.15
147 C 20.891 9.031 14.814  0.34
148 C 19.383 8.677 14.518  -0.98
149 N 18.419 9.511 15.426  0.89
150 C 18.712 11.048 15.290  -0.57
151 C 17.297 11.739 15.272  1.38
152 C 16.587 10.818 14.277  -1.02
153 C 16.999 9.406 14.740  -1.04
154 C 18.530 8.857 16.882  -1.19
155 C 17.550 9.337 17.889  1.60
156 C 17.753 8.752 19.276  -1.35
157 H 20.994 9.769 12.353  0.21
158 H 21.270 8.193 11.625  0.30
159 H 22.671 9.270 11.939  0.41
160 H 22.835 8.790 13.952  -0.18
161 H 21.902 7.352 13.814  0.57
162 H 21.112 10.097 14.772  -0.30
163 H 21.279 8.798 15.806  0.31
164 H 19.185 7.618 14.685  0.42
165 H 19.021 8.886 13.511  0.51
166 H 19.335 11.351 16.132  -0.12
167 H 19.278 11.225 14.375  0.41
168 H 16.929 11.914 16.283  0.09
169 H 17.472 12.711 14.810  -0.84
170 H 15.501 10.896 14.320  0.54
171 H 16.893 11.000 13.247  0.45
172 H 16.202 9.119 15.426  0.39
173 H 16.932 8.804 13.833  0.33
174 H 19.572 9.025 17.157  0.08
175 H 18.412 7.790 16.691  0.46
176 H 16.546 9.173 17.499  0.48
177 H 17.714 10.415 17.904  -0.79
178 H 17.013 8.899 20.063  -0.08
179 H 18.691 9.072 19.731  0.09
180 H 17.774 7.667 19.177  0.54
181 C 14.677 16.565 18.211  -0.19
182 C 13.964 16.592 16.845  -1.48
183 C 14.654 17.237 15.587  2.10
184 C 13.763 17.247 14.290  -1.53
185 N 14.604 17.593 12.989  0.52
186 C 15.073 19.073 12.987  -0.20
187 C 15.204 19.541 11.538  -0.48
188 C 14.112 18.726 10.791  -0.87
189 C 13.644 17.611 11.756  -0.39
190 C 15.611 16.489 12.676  -0.75
191 C 15.103 15.061 12.699  -0.32
192 C 16.210 14.071 12.301  -1.36
193 H 15.626 16.080 17.981  -0.46
194 H 14.124 15.852 18.822  0.45
195 H 14.766 17.498 18.768  0.35
196 H 13.024 17.106 17.045  0.37
197 H 13.750 15.542 16.648  0.42
198 H 15.493 16.552 15.466  -1.12
199 H 14.953 18.234 15.911  0.20
200 H 13.054 18.070 14.377  0.61
201 H 13.268 16.304 14.057  0.35
202 H 16.052 19.108 13.465  -0.15
203 H 14.414 19.719 13.568  0.58
204 H 16.181 19.251 11.153  0.01
205 H 15.130 20.619 11.397  0.50
206 H 14.527 18.183 9.942  0.40
207 H 13.284 19.372 10.500  0.30
208 H 13.698 16.646 11.252  0.18
209 H 12.631 17.844 12.084  0.50
210 H 16.359 16.694 13.442  -0.23
211 H 16.032 16.786 11.715  0.80
212 H 14.174 14.988 12.133  0.71
213 H 14.854 14.841 13.737  0.17
214 H 16.323 14.023 11.218  0.53
215 H 15.899 13.076 12.620  0.29
216 H 17.180 14.291 12.747  0.10
217 C 18.746 16.630 15.009  -1.20
218 C 18.082 15.304 15.462  -0.34
219 C 17.925 15.255 17.068  0.35
220 C 19.220 14.642 17.593  -0.46
221 N 19.422 14.656 19.168  1.11
222 C 19.173 16.047 19.844  0.37
223 C 17.794 16.052 20.408  0.52
224 C 17.661 14.614 20.874  -0.30
225 C 18.339 13.739 19.794  0.45
226 C 20.904 14.170 19.301  0.33
227 C 21.325 13.923 20.734  0.07
228 C 22.862 13.886 20.899  0.56
229 H 18.700 16.638 13.920  0.52
230 H 19.756 16.801 15.379  0.01
231 H 18.152 17.475 15.359  0.18
232 H 18.751 14.518 15.112  0.49
233 H 17.101 15.149 15.014  0.26
234 H 17.084 14.572 17.183  0.34
235 H 17.714 16.241 17.483  -0.28
236 H 20.091 15.227 17.299  0.11
237 H 19.275 13.590 17.314  0.00
238 H 19.973 16.281 20.546  0.16
239 H 19.255 16.843 19.103  -0.69
240 H 17.574 16.613 21.315  0.23
241 H 17.096 16.446 19.668  -0.63
242 H 18.182 14.447 21.817  -0.08
243 H 16.626 14.359 21.104  0.63
244 H 18.809 12.821 20.148  -0.20
245 H 17.619 13.473 19.020  -0.57
246 H 21.563 14.968 18.958  -0.42
247 H 21.012 13.258 18.713  -0.20
248 H 20.977 12.921 20.985  -0.09
249 H 20.923 14.573 21.511  0.27
250 H 23.252 14.896 20.776  -0.44
251 H 23.268 13.227 20.132  0.38
252 H 23.146 13.677 21.931  -0.73
253 C 19.765 20.108 13.456  -1.84
254 C 20.883 19.685 14.448  1.62
255 C 22.303 20.339 14.305  -0.83
256 O 23.334 19.612 14.982  -0.34
257 C 23.556 18.269 14.568  -0.57
258 N 20.335 19.949 15.862  1.31
259 H 20.553 20.901 16.115  0.62
260 H 19.328 20.014 15.913  -0.12
261 H 20.710 19.327 16.564  -0.21
262 H 20.063 20.000 12.413  0.50
263 H 19.536 21.171 13.522  0.38
264 H 18.816 19.584 13.570  0.33
265 H 20.986 18.600 14.449  -0.77
266 H 22.325 21.392 14.587  0.35
267 H 22.473 20.353 13.228  0.44
268 H 23.829 18.293 13.513  0.51
269 H 22.775 17.533 14.759  -0.05
270 H 24.443 18.001 15.142  0.33
271 C 19.402 20.520 19.342  -1.43
272 C 19.623 19.941 20.730  1.69
273 C 20.323 21.067 21.588  -1.12
274 O 20.401 20.751 23.004  -0.29
275 C 21.684 20.990 23.587  -0.72
276 N 18.302 19.557 21.415  0.38
277 H 17.737 18.954 20.834  0.07
278 H 18.258 18.950 22.221  0.11
279 H 17.806 20.412 21.622  0.50
280 H 18.676 21.314 19.165  0.45
281 H 18.968 19.683 18.793  -0.18
282 H 20.416 20.723 18.999  0.53
283 H 20.256 19.055 20.707  -0.50
284 H 19.796 22.011 21.446  0.44
285 H 21.326 21.177 21.176  0.43
286 H 22.464 20.518 22.990  0.22
287 H 21.738 20.613 24.609  0.27
288 H 21.818 22.057 23.767  0.37
289 O 22.816 10.317 19.582  -0.48
290 C 21.859 10.737 18.750  0.44
291 O 22.112 10.969 17.537  -0.41
292 O 20.764 10.891 19.304  -0.32
293 H 22.189 10.549 20.272  -0.14
294 O 15.476 11.659 19.693  0.18
295 C 14.659 12.516 19.259  0.72
296 O 14.433 12.361 18.058  -0.95
297 O 14.145 13.420 19.882  -0.76
298 H 15.545 11.203 18.851  -0.09
299 O 23.498 18.023 18.164  -0.55
300 C 22.277 17.770 18.552  -0.17
301 O 21.300 17.980 17.752  -0.53
302 O 22.238 17.337 19.703  0.23
303 H 23.791 17.618 18.983  -0.02
304 O 18.623 16.599 9.332  -0.62
305 C 18.589 17.686 10.082  0.41
306 O 18.329 17.424 11.264  -0.26
307 O 18.709 18.823 9.635  -0.77
308 H 18.654 16.066 10.130  0.33
309 O 19.863 13.541 24.425  -0.20
310 C 21.050 13.735 24.941  -0.06
311 O 22.005 13.198 24.367  0.19
312 O 21.212 14.536 25.866  -0.86
313 H 20.348 12.903 23.897  -0.01
314 O 16.566 15.995 23.724  -0.31
315 C 17.281 16.909 24.336  0.60
316 O 17.899 17.844 23.762  -0.81
317 O 17.140 16.873 25.572  -0.83
318 H 16.246 15.667 24.568  0.17
319 O 16.692 19.099 17.838  0.02
320 C 16.687 20.019 16.849  0.51
321 O 16.057 21.059 17.076  -0.83
322 O 17.388 19.866 15.837  -0.93
323 H 16.291 19.653 18.511  0.10


No. 4
2 unconnected molecules or ions with the total composition C16H17N in a non-equilibrium geometry. Source: OMol25; level of theory: ωB97M-V with the def2-TZVPD basis set.

HOMO-LUMO gap = 8.573 eV
relative energy (zero: lowest compared OMol25 entry of this formula, charge and spin) = 10.4 kcal per mole
E_LUMO = 0.790 eV
DFT total energy = -674.64007 Ha

Last column: natural (NBO) charge in e.
Positions of all 34 atoms, in Å:
1 C 0.510 2.714 2.255  -0.63
2 C -0.437 1.642 1.815  -0.08
3 C -0.308 0.307 2.059  -0.03
4 N -1.469 -0.333 1.684  -0.52
5 C -2.336 0.576 1.131  0.15
6 C -3.606 0.333 0.595  -0.25
7 C -4.270 1.436 0.113  -0.21
8 C -3.688 2.713 0.118  -0.23
9 C -2.453 2.914 0.688  -0.19
10 C -1.722 1.848 1.234  -0.10
11 H 0.690 2.770 3.325  0.22
12 H 0.093 3.696 2.006  0.21
13 H 1.408 2.641 1.665  0.22
14 H 0.543 -0.199 2.426  0.21
15 H -1.480 -1.318 1.524  0.40
16 H -3.980 -0.673 0.670  0.21
17 H -5.261 1.317 -0.305  0.21
18 H -4.219 3.547 -0.312  0.21
19 H -2.007 3.902 0.710  0.21
20 C 3.708 -0.365 -1.079  -0.63
21 C 2.782 -1.511 -1.419  -0.01
22 C 2.591 -1.919 -2.719  -0.22
23 C 1.615 -2.875 -3.008  -0.19
24 C 0.952 -3.533 -1.989  -0.23
25 C 1.142 -3.121 -0.682  -0.19
26 C 1.980 -2.052 -0.409  -0.22
27 H 3.854 0.255 -1.964  0.22
28 H 4.649 -0.698 -0.653  0.22
29 H 3.247 0.338 -0.377  0.22
30 H 3.160 -1.559 -3.570  0.21
31 H 1.362 -3.086 -4.028  0.21
32 H 0.307 -4.353 -2.229  0.21
33 H 0.543 -3.583 0.095  0.20
34 H 2.100 -1.771 0.633  0.21


> DFT total energy of number 3 (C92H199N9O23)?

-5847.37095 Ha


> The highest DFT total energy belongs to which entry?

C5H7N3